Below is a molecular structure, C29H45ClIrN4O3 at a distorted geometry, with properties calculated with ωB97M-V/def2-TZVPD.

Results
Orbital gap (alpha / beta) in eV: 1.67 / 6.70
Energy in Eh: -2141.16294
HOMO energy (alpha / beta) in eV: 2.299 / -3.656
Net charge: -2
F_max in eV/A: 2.72
Multiplicity: 6

Atoms and positions in Å:
Ir -0.46734 -0.82037 -0.00925
Cl -1.66307 -2.78467 0.00988
C -2.47867 0.49441 -3.42566
C -1.65419 -0.13367 -1.43338
N -1.53089 -0.26718 -2.79435
H -4.06306 1.74820 -2.57523
N -2.76441 0.65012 -1.26345
H -2.55117 0.56396 -4.49708
C -0.46391 -0.95628 -3.56016
C -0.88641 -1.07853 -5.01335
C 0.81505 -0.12649 -3.53597
H -0.92227 -0.10374 -5.51147
H -0.13317 -1.67901 -5.53744
H -1.85181 -1.58348 -5.12088
H 0.43116 -2.89535 -3.68248
H -1.21122 -2.89679 -2.98061
H 0.99361 0.33683 -2.56058
C -0.26088 -2.35383 -3.02137
H 0.73971 0.69327 -4.26108
H 1.67133 -0.76079 -3.80661
H 0.17345 -2.36272 -2.01476
C -3.22546 1.08016 -2.47782
C -2.70787 2.42759 0.43090
H -2.62235 3.12208 -0.41399
H -3.30913 2.89909 1.22332
C -3.39389 1.13805 -0.01124
H -3.65408 0.49054 2.01531
C -4.85406 1.46704 -0.27673
H -5.38816 0.63101 -0.74158
H -1.70119 2.24608 0.82154
H -2.33206 -0.35708 1.17578
H -4.97116 2.36521 -0.89280
H -5.33987 1.67385 0.68487
C -3.34853 0.06695 1.04786
H -4.00744 -0.77022 0.78805
C 2.39347 -2.66537 2.45055
N 1.95300 -2.19569 1.24251
H 1.60734 -2.30971 4.46438
N 0.62217 -1.42054 2.77646
H 3.26036 -3.29395 2.54638
C 2.58181 -2.62796 -0.02785
C 4.02339 -3.03311 0.23803
C 1.83415 -3.84674 -0.56157
H 4.09363 -3.96063 0.81740
H 4.51271 -3.21966 -0.72630
H 4.58534 -2.24158 0.74786
H 2.96886 -1.84766 -1.97891
H 3.24660 -0.67393 -0.65682
H 0.74782 -3.71773 -0.49379
C 2.59614 -1.48441 -1.01016
H 2.10472 -4.73500 0.02337
H 2.11628 -4.02061 -1.60976
H 1.59593 -1.05078 -1.18482
C 1.57658 -2.17921 3.39771
C -1.74475 -1.62753 3.38659
H -1.63924 -2.54351 3.98186
H -2.61438 -1.06100 3.74677
C -0.48697 -0.78014 3.52694
H -1.51167 1.10524 3.57162
C -0.14551 -0.74475 5.00627
H 0.80022 -0.22739 5.20442
H -1.91818 -1.94622 2.35506
H -0.83066 0.73824 1.97556
H -0.11489 -1.74892 5.44492
H -0.94126 -0.19386 5.52377
C -0.65481 0.64859 3.05657
H 0.24816 1.23151 3.27866
C 0.82472 -1.44230 1.42289
O 2.61157 2.16778 1.71384
C 2.49688 3.24614 0.90556
C 3.30600 4.36588 1.16750
C 3.20226 5.50520 0.37465
C 2.28605 5.54999 -0.68401
C 1.48419 4.44186 -0.94980
C 1.58109 3.27750 -0.18563
C 0.70991 2.11202 -0.55555
O -0.07034 2.20660 -1.51521
O 0.84691 1.04024 0.19499
H 1.99920 1.48358 1.30769
H 4.00583 4.31161 1.99945
H 3.83770 6.36504 0.58414
H 2.18536 6.43695 -1.31010
H 0.75970 4.44163 -1.76221

Mulliken atomic charge list, values in e, 4 entries: number 1, Ir, carries -3.64; number 2, Cl, carries 0.29; number 3, C, carries -0.89; number 4, C, carries -0.66

=====

Below is a molecular structure, C11H18NO3PdS, with properties calculated with ωB97M-V/def2-TZVPD.

Results
Relative energy (zero: lowest compared OMol25 entry of this formula, charge and spin) in eV: 0.4199
Orbital gap (alpha / beta) in eV: 9.90 / 6.09
Energy in Eh: -1235.20071
HOMO energy (alpha / beta) in eV: -20.302 / -21.341
Net charge: +3
F_max in eV/A: 0.76
Multiplicity: 5

Atoms and positions in Å:
Pd 0.00660 -0.04598 -0.19320
C 2.94860 -0.92540 -0.84520
O 2.13755 -0.30355 0.20370
C 2.39777 -0.81937 1.53894
C 1.47860 -0.12020 2.48548
O 0.11200 -0.21502 2.02406
C -0.70590 -1.31741 2.47546
C -0.63309 -2.45993 1.51505
O -0.89664 -1.93976 0.17844
C -0.91256 -2.97115 -0.86631
H 3.99158 -0.71172 -0.60852
H 2.68518 -0.45964 -1.78690
H 2.78962 -2.00235 -0.85251
H 3.43764 -0.58143 1.78197
H 2.29991 -1.90575 1.52440
H 1.70623 0.94226 2.52690
H 1.57981 -0.53278 3.48883
H -1.72077 -0.93113 2.53376
H -0.40664 -1.64343 3.47142
H -1.40869 -3.19396 1.74732
H 0.32517 -2.98165 1.49774
H -1.67624 -3.69765 -0.59205
H 0.05990 -3.45830 -0.91371
H -1.17453 -2.48905 -1.79994
S -0.30821 0.41303 -2.63342
C -1.19596 1.68566 -1.98420
C -1.89327 2.65974 -2.71338
C -2.57574 3.64182 -1.99724
C -2.54009 3.61821 -0.61174
C -1.81721 2.60980 0.07046
N -1.17620 1.68513 -0.61444
H -1.89214 2.63378 -3.79618
H -3.12536 4.41362 -2.51954
H -3.05830 4.36717 -0.02610
H -1.77082 2.57739 1.15184

Mulliken atomic charge list, values in e, 4 entries: number 1, Pd, carries 0.88; number 2, C, carries -0.70; number 3, O, carries -0.35; number 4, C, carries -0.36

=====

Below is 9 unconnected molecules or ions with the total composition C36H72O18 at a distorted geometry, with properties calculated with ωB97M-V/def2-TZVPD.

Results
Relative energy (zero: lowest compared OMol25 entry of this formula, charge and spin) in eV: 1.7872
Orbital gap in eV: 10.38
Energy in Eh: -2769.25927
HOMO energy in eV: -9.908
F_max in eV/A: 2.64

Atoms and positions in Å:
O 0.34401 -4.09797 7.06483
C -0.67815 -3.73795 6.51986
O -0.85572 -2.54980 5.96734
C 0.21909 -1.60174 5.86418
C 1.36346 -2.03038 4.97231
C -1.89120 -4.61456 6.45919
H 0.66020 -1.45535 6.85223
H -0.24454 -0.71531 5.44285
H 1.90628 -2.91488 5.29326
H 2.00446 -1.14856 5.09597
H 1.09129 -2.10051 3.91877
H -1.61098 -5.52413 6.97985
H -2.05818 -4.84937 5.40852
H -2.67251 -4.06201 6.97802
O 3.91377 -2.95080 -0.60825
C 4.32672 -4.08123 -0.59094
O 3.91423 -4.99716 0.26748
C 2.77983 -4.65874 1.10166
C 1.46669 -5.13860 0.46212
C 5.30621 -4.62076 -1.62714
H 2.68150 -3.57910 1.20782
H 3.00166 -5.12824 2.05604
H 1.47819 -6.22672 0.53109
H 1.49659 -4.77469 -0.55955
H 0.74133 -4.78942 1.19705
H 4.82827 -5.44891 -2.14782
H 6.20654 -4.85076 -1.05888
H 5.55375 -3.91327 -2.41455
O 0.56748 1.64163 4.61897
C 1.58813 2.17163 4.27646
O 2.32275 2.95115 5.09332
C 1.92003 3.11552 6.46183
C 3.13090 2.77576 7.30662
C 2.14343 2.06635 2.90279
H 1.11363 2.41920 6.69694
H 1.57883 4.13793 6.61114
H 3.84898 3.58783 7.18547
H 3.54071 1.78917 7.11645
H 2.82469 2.81746 8.35729
H 1.46907 1.41632 2.34373
H 3.08189 1.50197 2.90495
H 2.32883 2.93933 2.28366
O -4.79528 -2.71786 -3.05603
C -3.76219 -2.63133 -3.66435
O -3.60231 -2.92203 -4.94155
C -4.61187 -3.64957 -5.66949
C -4.13919 -3.89164 -7.09217
C -2.48805 -2.14485 -3.01059
H -5.45886 -2.96602 -5.57767
H -4.81735 -4.60659 -5.18967
H -4.20476 -2.98020 -7.68283
H -4.77544 -4.63494 -7.57502
H -3.14421 -4.33530 -7.10134
H -1.80311 -2.95051 -2.76259
H -2.91792 -1.64962 -2.13791
H -1.95961 -1.33993 -3.52013
O -4.55602 3.99164 -0.82400
C -5.43349 3.64404 -1.56086
O -5.19237 3.15037 -2.79675
C -3.85156 2.83772 -3.15083
C -3.32418 1.53159 -2.57441
C -6.90645 3.83925 -1.22839
H -3.18367 3.66665 -2.92486
H -3.89379 2.70083 -4.23268
H -3.68617 0.59654 -2.98690
H -3.42063 1.63686 -1.49166
H -2.23310 1.56616 -2.65916
H -7.13463 4.84285 -1.60210
H -6.96578 3.90957 -0.14697
H -7.63289 3.18496 -1.69796
O -0.08429 -0.00264 -1.99534
C 1.02619 -0.29359 -2.36060
O 2.08501 -0.52090 -1.58451
C 1.97029 -0.33802 -0.18158
C 0.82841 -1.03872 0.57958
C 1.39400 -0.30710 -3.80928
H 2.16525 0.68704 0.14849
H 2.87159 -0.81454 0.21503
H -0.11056 -0.49850 0.52580
H 1.21049 -1.15230 1.59568
H 0.73528 -2.06092 0.20912
H 2.43987 -0.25835 -4.12275
H 0.94823 0.53910 -4.33151
H 1.07924 -1.25098 -4.26447
O -6.14796 -0.44012 1.09352
C -5.68295 -0.00443 2.10718
O -4.38553 0.34730 2.28679
C -3.47616 0.10868 1.22393
C -2.63184 1.33129 0.98264
C -6.44879 0.13349 3.41574
H -3.96799 -0.21319 0.29813
H -2.91584 -0.82841 1.35811
H -2.18158 1.73812 1.89139
H -3.30155 2.11834 0.63111
H -1.79924 1.14407 0.30595
H -5.81196 0.07539 4.28964
H -7.12102 -0.72329 3.40905
H -7.00083 1.06359 3.28068
O -0.42183 3.47180 -0.09357
C 0.26140 4.09859 -0.86788
O -0.11377 5.20210 -1.48372
C -1.44669 5.66981 -1.22967
C -1.54798 7.10817 -1.74300
C 1.70348 3.73067 -1.03472
H -1.68760 5.65307 -0.17134
H -2.09262 5.05334 -1.85455
H -0.98413 7.70577 -1.02376
H -2.58541 7.44074 -1.73606
H -1.17209 7.27156 -2.75079
H 2.26773 4.50357 -1.56035
H 1.81400 2.75467 -1.49961
H 2.15831 3.73782 -0.04479
O 6.04655 -0.72918 -4.74441
C 7.01984 -0.39924 -4.09733
O 7.09649 0.66027 -3.33067
C 5.94287 1.42024 -3.04801
C 5.03779 0.63039 -2.06468
C 8.34397 -1.19530 -4.21419
H 5.40476 1.79355 -3.91741
H 6.20656 2.31305 -2.48234
H 5.64538 0.35243 -1.20323
H 4.62794 -0.26588 -2.52516
H 4.18785 1.20054 -1.68965
H 8.91212 -0.96941 -3.31519
H 8.77473 -0.95306 -5.18074
H 8.07729 -2.24945 -4.22476

Mulliken atomic charge list, values in e, 4 entries: number 1, O, carries -0.58; number 2, C, carries 0.75; number 3, O, carries -0.34; number 4, C, carries -0.21

=====

Below is a molecular structure, C22H23FeN4O4, with properties calculated with ωB97M-V/def2-TZVPD.

Results
Relative energy (zero: lowest compared OMol25 entry of this formula, charge and spin) in eV: 0.0000
Orbital gap (alpha / beta) in eV: 6.77 / 6.91
Energy in Eh: -2635.97305
HOMO energy (alpha / beta) in eV: -4.066 / -4.207
Net charge: -1
F_max in eV/A: 0.50
Multiplicity: 5

Atoms and positions in Å:
Fe -1.26250 0.63750 -0.34725
C -0.08162 0.24911 -4.51547
C -0.04207 0.01014 -3.02115
O -1.12215 0.25781 -2.40570
C 1.14363 -0.45243 -2.46369
C 1.37152 -0.75231 -1.09213
C 2.67874 -1.40219 -0.72158
N 0.49901 -0.48325 -0.15165
N 0.85222 -0.90207 1.12991
C -0.08811 -0.59189 1.97481
O -1.20322 -0.01628 1.71594
C 0.15242 -1.00865 3.40087
C 1.26890 -1.75274 3.77963
C 1.44263 -2.13595 5.10044
C 0.50610 -1.77905 6.06596
C -0.60410 -1.03352 5.69730
C -0.77821 -0.65048 4.37166
H -0.87191 -0.36534 -4.95249
H -0.34356 1.29469 -4.69174
H 0.86678 0.02624 -5.00296
H 1.96308 -0.64509 -3.14312
H 3.29555 -1.55725 -1.60569
H 3.21300 -0.78641 0.00302
H 2.49068 -2.35744 -0.23058
H 1.98822 -2.02000 3.01637
H 2.31399 -2.71470 5.38317
H 0.64519 -2.07790 7.09790
H -1.33437 -0.74360 6.44349
H -1.63006 -0.05869 4.06044
C -2.09310 -3.13921 1.64013
N -2.74931 -2.93719 0.33822
C -2.30780 -3.82570 -0.73733
C -2.95845 -1.67416 -0.00825
N -3.15085 -0.57595 -0.31395
H -2.37943 -4.11786 2.02457
H -2.40420 -2.35993 2.32768
H -1.00650 -3.08327 1.53946
H -2.56539 -4.85104 -0.47443
H -1.22709 -3.75110 -0.88728
H -2.81063 -3.55795 -1.66284
O -2.12247 4.70240 -0.59242
C -1.39059 3.73728 -0.76648
O -1.62348 2.54582 -0.35255
C -0.10969 3.95780 -1.57129
C 0.06485 5.18050 -2.20896
C 1.19928 5.43037 -2.96870
C 2.18077 4.45413 -3.09411
C 2.02056 3.23364 -2.45081
C 0.88201 2.99059 -1.69274
H -0.71479 5.92210 -2.09444
H 1.31952 6.38594 -3.46570
H 3.06607 4.64542 -3.68967
H 2.77556 2.46110 -2.53874
H 0.77541 2.03802 -1.19507

Mulliken atomic charge list, values in e, 4 entries: number 1, Fe, carries 0.86; number 2, C, carries -1.47; number 3, C, carries 1.11; number 4, O, carries -0.77

=====

Below is a molecular structure, C13H28Cl12O9S3 at a distorted geometry, with properties calculated with ωB97M-V/def2-TZVPD.

Results
Relative energy (zero: lowest compared OMol25 entry of this formula, charge and spin) in eV: 0.0000
Orbital gap in eV: 10.73
Energy in Eh: -7906.06128
HOMO energy in eV: -10.640
F_max in eV/A: 3.41

Atoms and positions in Å:
C -0.14372 -0.11099 0.32453
Cl -0.67338 1.57487 -0.04950
Cl -0.63157 -1.24640 -0.91151
Cl -0.68423 -0.48375 1.96558
H 0.95906 -0.07752 0.22394
C -4.78630 4.97762 -0.32532
Cl -6.14497 4.50107 -1.41826
Cl -5.25026 6.24328 0.81403
Cl -3.39209 5.47356 -1.25374
H -4.42945 4.07565 0.22673
C -4.56716 -3.41446 -1.33920
Cl -4.94271 -5.16838 -1.62139
Cl -4.17253 -3.39497 0.33401
Cl -6.05769 -2.50161 -1.71598
H -3.73031 -2.97889 -1.95597
C 2.54192 1.68747 -2.41276
Cl 3.74817 2.01216 -3.69603
Cl 2.92395 2.66634 -1.00379
Cl 2.25965 -0.00567 -2.01833
H 1.56268 1.99996 -2.83114
O 2.91591 0.66912 1.43952
S 3.86911 -0.41951 1.43224
O 4.26937 -0.90747 2.70350
O 3.25666 -1.49634 0.50283
C 3.34235 -2.88470 0.94535
C 2.15308 -3.67282 0.32943
C 5.28536 0.16660 0.54945
H 3.23205 -2.83909 2.03893
H 4.29781 -3.29748 0.60587
H 1.27585 -3.43159 0.89805
H 2.25473 -4.73622 0.60045
H 2.09101 -3.56368 -0.70664
H 5.86738 0.83915 1.23570
H 4.88997 0.60074 -0.40864
H 5.96939 -0.69346 0.41381
O -1.88856 -2.23772 -3.18432
S -1.70861 -1.54088 -4.40191
O -1.80224 -2.28996 -5.64813
O -2.69990 -0.26757 -4.38787
C -4.04393 -0.61529 -4.81746
C -4.82364 0.69628 -4.86661
C -0.23220 -0.58996 -4.41379
H -4.43680 -1.31004 -4.08629
H -3.97266 -1.09217 -5.78562
H -4.17263 1.43606 -5.30550
H -5.14638 1.07172 -3.91176
H -5.76705 0.65948 -5.36292
H -0.05689 -0.05364 -3.50644
H -0.22806 0.04700 -5.29786
H 0.53937 -1.33094 -4.60041
O 0.45909 -0.45487 7.15663
S 1.05292 -0.20788 5.85533
O 0.75856 -1.00703 4.68809
O 0.83310 1.29831 5.47362
C 1.20692 1.80475 4.16903
C 0.50261 3.09933 3.99934
C 2.79867 -0.20601 6.12451
H 0.90226 1.15218 3.41887
H 2.32028 1.93059 4.19958
H 0.74914 3.78591 4.87954
H -0.57031 2.90155 4.09596
H 0.60186 3.67272 3.02827
H 3.00538 0.61637 6.89147
H 3.39469 0.03841 5.20668
H 3.06591 -1.16930 6.47425

Mulliken atomic charge list, values in e, 4 entries: number 1, C, carries 1.01; number 2, Cl, carries -0.18; number 3, Cl, carries 0.05; number 4, Cl, carries -0.11

=====

| no. | M (Da) |
| --- | --- |
| 1 | 725.4 |
| 2 | 350.8 |
| 3 | 793.0 |
| 4 | 463.3 |
| 5 | 850.0 |